[1]
24
Properties=species:S:1:pos:R:3:forces:R:3:mulliken_charge:R:1 method="wB97M-V/def2-TZVPD" multiplicity=1 energy_ha=-347.68764 smiles=CCCNC[C@@H](C)N
N 0.396 -1.625 2.423 0.428 0.627 0.399 -0.653
C 0.944 -1.333 1.073 -0.674 -0.033 2.001 0.739
C 2.441 -1.100 1.142 0.140 -0.629 -1.105 -1.520
C 0.212 -0.099 0.536 0.646 0.087 -0.424 -0.866
N 0.219 -0.085 -0.941 -0.340 -0.102 1.264 -0.214
C -0.059 1.201 -1.547 0.700 0.554 -1.557 -0.774
C -1.479 1.443 -2.002 -1.246 -0.114 -0.019 -0.452
C -2.543 1.684 -0.916 0.255 -0.036 0.876 -0.897
H -0.411 -2.231 2.482 0.079 0.019 -0.376 0.199
H 1.096 -1.949 3.074 0.002 -0.089 -0.116 0.198
H 0.797 -2.221 0.495 -0.261 -0.363 -1.025 0.168
H 2.743 -0.148 1.559 -0.105 0.174 0.261 0.364
H 2.757 -1.138 0.092 0.253 0.315 0.169 0.350
H 2.978 -1.921 1.624 -0.163 0.086 0.182 0.427
H 0.797 0.749 0.897 -0.098 0.201 -0.094 0.307
H -0.779 0.022 0.987 -0.017 -0.344 -0.054 0.233
H -0.521 -0.733 -1.191 0.136 -0.008 -0.446 0.285
H 0.580 1.299 -2.442 -0.251 -0.339 -0.080 0.329
H 0.328 2.056 -1.000 -0.173 -0.115 0.908 0.318
H -1.528 2.265 -2.711 0.264 0.226 -0.108 0.385
H -1.840 0.585 -2.582 0.378 -0.100 -0.037 0.273
H -2.863 2.723 -0.801 0.173 -0.048 -0.219 0.310
H -3.436 1.086 -1.059 -0.203 -0.026 -0.275 0.262
H -2.181 1.382 0.074 0.078 0.059 -0.126 0.227

***

[2]
90
Properties=species:S:1:pos:R:3:forces:R:3:mulliken_charge:R:1 method="wB97M-V/def2-TZVPD" multiplicity=1 energy_ha=-2123.25268 total_charge=+1
C 21.045 40.849 -1.967 4.138 -1.624 -0.340 -0.547
C 19.605 40.616 -1.441 0.198 1.524 -4.403 0.346
O 18.762 40.829 -2.279 -0.551 -0.661 2.254 -0.498
N 19.370 40.035 -0.076 -7.325 -3.847 -6.358 -0.388
H 19.270 39.021 -0.355 1.170 0.810 0.717 0.452
H 19.965 40.540 0.786 -10.948 -1.343 -5.171 -0.454
C 17.990 40.206 0.386 -0.560 -0.002 -0.118 -1.675
H 21.232 40.344 -2.983 -0.801 1.121 1.397 0.373
H 21.753 40.365 -1.095 -0.722 -0.394 -4.648 0.028
H 21.675 41.882 -1.878 -2.542 -1.988 -0.541 0.118
H 17.547 41.128 0.314 0.421 3.334 -0.828 0.358
H 17.868 40.137 1.442 0.233 -1.452 0.590 0.527
H 17.239 39.796 -0.214 -0.845 -2.139 -0.658 0.697
C 18.793 37.698 3.851 0.050 -0.240 0.282 -0.887
C 20.270 37.321 4.112 -4.533 0.853 -0.290 0.703
O 20.612 36.961 5.159 2.119 -0.474 0.982 -0.346
N 21.062 37.250 2.831 3.224 -0.032 7.435 0.626
H 20.490 36.817 2.285 -4.338 -3.419 -4.938 0.272
H 21.327 38.096 2.487 0.388 4.003 -1.472 -0.007
C 22.301 36.542 3.043 0.907 -2.615 6.488 -0.940
H 18.282 36.998 3.134 0.577 0.441 0.704 0.410
H 18.734 38.692 3.428 -0.044 0.276 -0.148 0.165
H 18.256 37.728 4.837 0.612 -0.192 -1.056 0.335
H 22.277 35.661 3.717 -0.817 0.824 0.131 0.400
H 23.112 37.198 3.380 -0.409 -0.018 -0.316 0.496
H 22.530 36.191 2.123 1.831 -5.554 2.254 0.666
N 21.002 40.510 1.166 14.220 -1.102 5.000 0.432
O 19.978 40.563 1.874 0.512 1.854 4.604 0.748
O 21.916 39.733 1.553 -0.822 1.654 0.595 -0.566
O 21.096 40.997 0.034 4.173 5.009 7.641 -0.218
C 25.012 43.949 0.007 -1.320 0.265 -0.818 -1.800
C 24.009 42.848 0.151 5.187 -3.649 3.124 1.415
C 24.897 41.551 0.319 -2.446 1.661 -5.279 -1.689
O 23.322 42.883 1.388 0.670 5.152 -2.964 -0.499
H 24.304 44.736 0.061 0.378 2.151 0.097 0.546
H 25.467 43.912 -0.987 -0.288 0.028 0.069 0.375
H 25.810 43.960 0.713 0.178 0.092 0.865 0.391
H 23.491 42.756 -0.732 -2.049 -0.136 -1.707 -0.052
H 24.263 40.742 0.340 -1.887 -2.282 -0.343 0.154
H 25.498 41.333 1.067 2.955 0.511 4.193 0.517
H 25.484 41.447 -0.589 0.179 -0.171 -0.250 0.530
H 22.770 42.188 1.543 -2.069 -3.193 0.045 -0.132
C 24.930 36.156 1.072 -6.873 0.144 3.404 -1.745
C 24.300 37.573 0.828 -2.074 -1.678 0.194 0.804
C 22.769 37.379 0.731 0.633 1.679 -1.994 -1.263
O 24.484 38.304 2.008 -1.646 4.127 -0.419 -0.567
H 24.578 35.449 0.415 -0.037 -1.463 -2.051 0.470
H 24.748 35.597 2.159 -0.223 1.970 -2.339 0.239
H 25.839 36.365 1.159 8.187 0.707 -0.127 0.664
H 24.619 38.100 -0.146 0.235 -0.872 1.539 0.291
H 22.263 38.367 0.619 0.567 -1.726 -0.759 -0.244
H 22.408 36.796 1.595 0.406 5.276 -7.025 -0.052
H 22.707 36.750 -0.093 -0.956 -0.969 -2.103 0.967
H 23.812 39.125 1.833 2.812 -2.465 1.097 0.166
C 16.463 41.842 2.588 -5.375 0.914 8.604 -1.238
C 17.676 42.231 3.527 -3.266 -0.509 -1.245 1.810
C 17.154 43.115 4.624 -6.322 -4.508 -3.165 -2.245
O 18.482 41.202 4.050 -1.135 0.658 1.331 -0.454
H 16.655 41.521 1.707 1.019 -2.380 -4.930 0.379
H 15.789 42.755 2.383 1.270 -1.690 1.360 0.528
H 15.523 41.207 3.089 2.927 0.634 -0.641 -0.102
H 18.237 42.874 2.908 1.144 0.686 -0.516 -0.319
H 16.605 42.453 5.317 -0.309 0.584 -0.278 0.380
H 16.561 43.848 4.134 -0.277 1.019 0.371 0.397
H 17.960 43.297 5.037 7.393 3.365 4.666 0.766
H 18.839 40.759 3.319 0.834 -0.874 -1.060 -0.193
C 23.580 42.176 3.705 -6.341 0.051 0.462 -0.470
C 22.089 41.936 4.017 8.846 -2.072 2.503 -0.690
C 21.860 41.044 5.245 -0.926 -0.295 0.617 0.519
O 20.774 40.643 5.726 2.600 1.101 -1.802 -0.552
C 23.123 40.623 6.009 0.531 -0.192 0.907 -0.317
C 24.423 40.984 5.733 0.212 -1.613 -0.826 -0.624
C 24.776 41.676 4.382 1.143 -0.007 2.370 0.614
O 25.948 41.923 4.036 -3.086 -0.802 0.484 -0.574
H 23.722 42.833 2.840 0.581 -0.154 1.611 0.369
H 21.373 42.471 3.544 -2.241 1.508 -1.439 1.197
H 22.764 39.984 6.912 1.172 1.192 -1.545 0.316
H 25.358 40.563 6.250 -1.777 0.782 -0.362 0.328
C 17.454 45.247 -0.160 -0.579 7.738 -1.859 -0.580
C 18.496 46.253 -0.422 -1.831 -6.545 1.374 -0.764
C 19.943 45.812 -0.056 -1.161 1.292 -0.149 0.353
O 20.944 46.467 -0.253 -0.467 0.029 -0.238 -0.497
C 20.082 44.504 0.578 -5.287 -5.751 0.743 -0.934
C 18.811 43.574 0.830 9.554 3.925 -0.585 1.149
C 17.554 44.087 0.661 -3.780 -0.960 -0.370 0.678
O 16.574 43.396 1.033 1.995 3.463 -3.514 -0.579
H 16.345 45.683 -0.483 2.941 -1.767 0.827 0.251
H 18.244 46.906 -1.205 0.166 1.483 -0.410 0.441
H 21.092 44.060 0.637 -0.610 0.469 0.353 0.547
H 18.917 42.610 1.253 0.411 -0.545 0.116 -0.001

***

[3]
55
Properties=species:S:1:pos:R:3:forces:R:3:mulliken_charge:R:1 method="wB97M-V/def2-TZVPD" multiplicity=1 energy_ha=-1170.35715 total_charge=+1
C 1.246 2.963 0.987 -1.042 0.927 -3.193 -1.186
C 1.487 1.460 0.618 -1.209 2.827 -0.287 0.031
C 0.151 0.997 0.031 -0.407 2.004 -0.206 0.306
C 0.005 -0.440 -0.069 -0.496 0.413 -2.359 -0.695
C -0.825 -0.899 -1.000 1.033 0.822 0.156 -0.561
C -1.182 -2.288 -1.044 -0.256 2.480 1.636 -0.464
C -1.767 -2.679 0.056 -2.100 -2.772 0.461 -1.045
N 2.503 1.346 -0.499 -1.044 -3.029 1.627 0.040
H 1.982 3.751 0.913 1.235 -0.539 0.248 0.387
H 0.685 3.201 1.845 -0.485 -0.598 1.496 0.446
H 0.538 3.371 0.181 0.741 -0.679 0.773 0.101
H 1.726 0.916 1.511 0.672 -0.548 -0.028 0.226
H -0.634 1.266 0.773 0.543 0.733 -0.590 0.430
H -0.054 1.531 -1.011 0.305 -0.870 2.298 0.162
H 0.690 -1.020 0.467 0.339 -1.319 1.167 0.943
H -1.276 -0.151 -1.667 0.054 -0.596 0.079 0.068
H -1.029 -2.781 -1.922 -0.015 -1.915 -2.022 0.546
H -2.291 -3.630 0.018 0.395 -0.520 0.162 0.509
H -2.091 -2.170 0.952 0.580 0.786 -0.250 0.106
H 2.296 0.408 -0.953 0.108 1.075 0.245 -0.020
H 3.443 1.142 -0.189 0.591 0.947 0.302 0.387
H 2.301 2.019 -1.216 0.584 0.512 -0.374 0.480
H -0.406 -1.253 3.123 1.461 -0.885 0.645 0.390
H 0.464 -1.393 4.362 0.310 -0.225 0.049 0.300
O 0.412 -1.754 3.471 -1.544 1.040 -0.507 -0.681
H -2.441 1.352 -3.861 -0.390 -0.165 -1.228 0.320
H -2.132 1.488 -2.457 1.091 0.781 -1.131 0.278
O -1.703 1.665 -3.351 -0.698 -0.447 2.371 -0.596
H 2.650 -1.226 1.455 1.195 0.136 -0.173 0.289
H 4.157 -1.042 1.718 1.042 -0.657 0.964 0.275
O 3.458 -0.729 1.182 -1.904 0.444 -0.596 -0.547
H 0.884 0.777 -3.151 0.506 0.174 0.082 0.308
H 2.139 -0.121 -2.974 -0.639 1.729 0.392 0.317
O 1.797 0.816 -2.799 -0.363 -2.088 -1.581 -0.660
H 1.003 -5.042 -0.253 -2.560 -0.656 -0.271 0.282
H -0.600 -5.121 0.012 -0.490 0.809 1.056 0.337
O 0.106 -5.436 -0.519 3.095 -0.144 -0.836 -0.616
H -2.358 0.434 3.139 3.139 -1.040 -0.234 0.408
H -1.757 -0.147 1.879 1.417 0.471 2.535 0.183
O -1.397 0.108 2.838 -4.956 0.575 -2.558 -0.724
H 3.357 -2.159 -1.584 0.156 -0.767 0.503 0.273
H 1.955 -2.058 -0.792 -0.242 -1.220 0.786 0.188
O 2.566 -1.669 -1.390 0.063 1.958 -1.572 -0.552
H 1.314 -2.767 2.419 -0.138 -0.677 0.146 0.343
H 1.794 -4.087 1.768 -0.029 -7.646 1.188 0.259
O 1.777 -3.234 1.695 0.134 8.383 -1.362 -0.592
H -1.132 5.116 -1.684 -0.262 1.877 1.175 0.282
H -0.960 4.237 -2.771 0.274 -1.164 1.623 0.284
O -0.901 4.212 -1.762 0.325 -0.564 -2.927 -0.608
H -4.026 0.782 1.143 -0.736 0.977 -0.591 0.301
H -4.953 -0.533 0.931 0.362 0.881 0.048 0.282
O -4.119 -0.151 1.246 0.555 -1.661 0.502 -0.585
H -2.242 3.450 -0.814 3.629 1.033 -1.630 0.358
H -3.582 3.990 -0.532 0.331 -1.002 0.163 0.265
O -3.031 3.179 -0.468 -4.259 -0.399 1.628 -0.555

***

Table of HOMO-LUMO gap (eV), in record order: 9.872; 7.082; 9.638
Table of energy relative to the best compared isomer or geometry (same formula, charge and spin) (kcal per mole), in record order: 23.33; 362.85; 112.14
Table of LUMO level (Eh), in record order: 0.042; -0.179; -0.083